Entry 1:
The following is a DFT calculation (ωB97M-V/def2-TZVPD) of an isolated ion of composition C5H10NO and charge +1 in a non-equilibrium geometry.

CARTESIAN COORDINATES (ANGSTROEM)
1 C -1.967842 0.293992 -0.219720
2 H -2.319232 -0.026852 -1.284244
3 C 1.444504 -1.831397 -0.025011
4 H -2.862056 -1.084602 0.786358
5 O -2.000693 -0.950124 0.434772
6 C 0.510017 0.423327 0.073399
7 H -0.476646 1.775691 -1.055989
8 H 1.874392 2.171133 0.056321
9 H 0.771266 -2.667300 0.364407
10 H 1.968042 -2.057471 -1.071059
11 N 0.546140 -0.793959 -0.240160
12 H 2.246126 -1.500037 0.828415
13 C 1.738940 1.175853 0.270904
14 H -2.865930 1.062303 0.004430
15 H -0.633680 1.947263 0.684721
16 C -0.726392 1.225009 -0.138352
17 H 2.753047 0.837175 0.530809

Force components x, y, z for each atom (eV/Å):
C -4.009 2.235 -2.824
H 1.526 1.258 1.122
C 2.151 -0.465 0.797
H -1.073 -0.215 0.605
O 1.996 0.849 0.688
C 1.246 2.229 -0.180
H -0.773 -0.061 -0.014
H -0.834 2.459 -0.763
H 1.233 0.520 -0.614
H -1.214 0.020 2.356
N 0.416 -0.572 -0.736
H -1.758 -1.147 -1.972
C 0.637 -2.710 0.921
H 1.685 -2.007 0.263
H -1.024 -0.030 -0.089
C 0.580 -1.367 0.575
H -0.785 -0.995 -0.134

## Properties
* frontier orbital gap (alpha / beta): 6.8 / 7.4 eV
* energy: -326.05928 a.u.
* charge: +1


Entry 2:
The following is a DFT calculation (ωB97M-V/def2-TZVPD) of an isolated ion of composition C5H10NO and charge +1 in a non-equilibrium geometry.

CARTESIAN COORDINATES (ANGSTROEM)
1 N -0.033637 0.776214 0.311720
2 C 1.411989 -1.152667 0.200692
3 O 1.513862 -0.833802 1.606894
4 C 0.159115 -0.509858 -0.399420
5 H -1.753611 0.985053 -0.721340
6 H 0.818514 1.242782 0.649079
7 H 0.459657 -0.146904 -1.421777
8 H 2.283567 -0.865266 -0.407419
9 H -0.303585 1.926873 -1.410249
10 C -1.088112 -1.260416 -0.470943
11 H 1.356652 -2.270427 0.239792
12 C -0.926619 1.713399 -0.487269
13 H -0.681161 0.494065 1.119530
14 H 2.260525 -1.347777 2.061482
15 H -3.147547 -2.340429 -0.439774
16 C -2.148347 -1.864780 -0.374732
17 H -1.151088 2.427839 0.216309

Force components x, y, z for each atom (eV/Å):
N -2.774 -0.070 1.708
C 0.584 -2.548 1.292
O 1.179 -0.008 0.233
C 1.649 0.523 -1.556
H 0.329 1.523 -0.106
H -0.178 -0.588 0.044
H -0.379 -0.810 0.600
H -0.117 0.145 0.485
H -1.227 0.527 1.127
C -1.981 -1.283 0.876
H -0.202 0.867 -1.031
C 1.526 -3.697 -2.059
H 1.780 0.703 -0.609
H -1.614 1.028 -1.276
H 1.346 0.482 0.210
C 0.943 0.897 -0.641
H -0.864 2.310 0.702

## Properties
* frontier orbital gap: 11.4 eV
* SMILES string: C#C[C@H](CO)[NH2+]C
* energy: -326.15115 a.u.
* charge: +1


Entry 3:
The following is a DFT calculation (ωB97M-V/def2-TZVPD) of an isolated ion of composition C5H10NO and charge +1 in a non-equilibrium geometry.

CARTESIAN COORDINATES (ANGSTROEM)
1 H -1.063550 -2.094616 -0.020591
2 H -1.994868 0.819866 0.229174
3 C 0.173384 1.502653 0.200328
4 H 0.496118 -2.165016 0.873485
5 H 2.862562 0.328643 -1.337709
6 H -1.273775 1.317082 1.727199
7 O 2.145759 0.911944 -0.948765
8 H -1.272353 -0.729797 1.895070
9 H -0.405956 -0.661925 -1.486158
10 H 0.799781 1.917093 1.201733
11 C 0.977654 0.490890 -0.493363
12 N -0.622170 -0.498607 1.209359
13 H 0.147098 2.429246 -0.444816
14 H 1.062368 -1.536335 -1.502020
15 C -1.034656 0.800032 0.819569
16 C -0.178731 -1.497104 0.282055
17 C 0.483158 -0.799698 -0.942111

Force components x, y, z for each atom (eV/Å):
H 0.690 -0.053 -0.402
H 0.926 0.118 -0.101
C 1.687 1.217 2.315
H -0.205 0.428 -0.981
H -1.676 0.149 0.400
H -0.231 0.416 0.423
O -0.324 -0.063 1.027
H -0.791 -1.661 1.284
H -1.124 0.992 -1.307
H -1.129 -1.231 -2.839
C 3.050 0.748 -2.536
N 1.321 1.184 0.151
H -0.477 -0.965 0.525
H 0.651 0.719 0.125
C -1.096 0.990 -1.410
C -0.829 -1.229 1.133
C -0.442 -1.760 2.194

## Properties
* frontier orbital gap: 7.7 eV
* energy: -326.18116 a.u.
* charge: +1


Entry 4:
The following is a DFT calculation (ωB97M-V/def2-TZVPD) of a 2-piece molecular cluster, C5H10NO overall in a non-equilibrium geometry.

CARTESIAN COORDINATES (ANGSTROEM)
1 N 0.677001 -0.327375 0.038808
2 H -3.655565 0.291385 1.136262
3 C -0.360611 0.415936 0.272909
4 H 5.286279 0.082656 0.556748
5 H -3.248876 -0.986198 -0.989850
6 C -2.562781 -0.246159 -0.664273
7 H -0.238950 1.516475 0.250935
8 H 2.408110 -0.008982 -0.273963
9 H -2.123827 0.214999 -1.518175
10 H 4.014727 -0.696346 -1.218376
11 C 3.652959 -0.187199 -0.362313
12 O 4.360533 0.345721 0.502491
13 C -2.799348 0.650220 0.534599
14 H 0.447629 -1.214436 -0.368441
15 C -1.650831 -0.220269 0.557313
16 H -2.647199 1.622853 0.488121
17 H -1.559251 -1.253281 1.057206

Force components x, y, z for each atom (eV/Å):
N 0.434 2.576 -1.041
H 0.553 0.657 -0.287
C 1.601 -1.681 -0.111
H 0.883 0.077 -0.383
H -0.362 -0.962 0.648
C 0.491 1.991 -0.013
H -0.077 -0.581 0.558
H 1.736 -0.419 0.161
H 0.187 0.505 -0.557
H 1.110 -0.946 -0.521
C -4.000 1.378 -0.188
O -0.132 -0.143 1.068
C -3.306 -4.945 0.599
H -0.505 -1.069 0.860
C 1.112 -2.910 -0.281
H 0.579 4.372 -0.264
H -0.302 2.098 -0.247

## Properties
* frontier orbital gap: 7.3 eV
* energy: -326.09121 a.u.
* charge: +1


Entry 5:
The following is a DFT calculation (ωB97M-V/def2-TZVPD) of an isolated ion of composition C5H10NO and charge +1 in a non-equilibrium geometry.

CARTESIAN COORDINATES (ANGSTROEM)
1 C 0.490289 -0.063892 1.179761
2 H -3.111793 0.382902 -1.633064
3 H -1.643612 1.557727 -0.352329
4 H -3.339622 -0.504754 -0.243192
5 N -2.657538 -0.230118 -0.948621
6 H -2.412043 -1.027947 -1.545734
7 H 2.455572 0.428516 1.679971
8 H 3.332296 0.230149 -0.896989
9 H -0.088306 -0.986133 -0.703830
10 H 0.068433 0.623076 1.910582
11 C 1.882810 0.499206 0.751662
12 H 1.730143 1.555791 0.533313
13 O 2.167786 -1.397712 -0.643100
14 H 0.529553 -1.057587 1.620556
15 C -0.418163 -0.218063 0.002059
16 C 2.514637 -0.279641 -0.368001
17 C -1.500444 0.488486 -0.343051

Force components x, y, z for each atom (eV/Å):
C 0.422 1.338 -1.178
H -0.392 0.138 0.297
H -0.423 0.042 1.185
H 0.058 -0.085 0.051
N 0.422 0.705 -2.150
H 0.276 -0.380 0.562
H 0.638 0.170 -0.347
H 0.135 -0.089 -0.154
H -0.784 -0.965 0.735
H -0.090 -0.046 0.033
C -1.260 -0.522 1.103
H 0.397 0.029 -0.231
O -0.046 -0.019 -0.249
H 0.273 -0.100 -0.004
C -0.175 -0.123 -0.506
C 0.220 0.205 0.484
C 0.328 -0.299 0.369

## Properties
* frontier orbital gap: 9.3 eV
* SMILES string: [NH3+]/C=C/CCC=O
* energy: -326.18454 a.u.
* charge: +1


Entry 6:
The following is a DFT calculation (ωB97M-V/def2-TZVPD) of an isolated ion of composition C5H10NO and charge +1 in a non-equilibrium geometry.

CARTESIAN COORDINATES (ANGSTROEM)
1 C -1.167599 0.924894 -0.769922
2 C -0.486056 -1.533033 0.413049
3 H -0.749212 1.795374 1.173931
4 C 0.148392 0.313421 -1.146974
5 N 1.560001 -0.335297 0.889725
6 H 1.232941 -1.521754 -0.875287
7 H -2.368859 2.085210 0.475722
8 H 0.038883 -0.167249 -2.125738
9 O -0.548596 -1.664930 1.603178
10 H 1.541732 0.678408 0.987106
11 H -1.235312 -1.965004 -0.259586
12 C -1.403563 1.629012 0.329863
13 H 1.192723 -0.832913 1.723217
14 H -1.936592 0.985087 -1.525813
15 C 0.708137 -0.802084 -0.250746
16 H 2.520830 -0.623430 0.711180
17 H 0.952150 1.034286 -1.352902

Force components x, y, z for each atom (eV/Å):
C 0.292 1.189 0.439
C 0.417 -0.281 -0.068
H 0.426 -0.191 -0.033
C 0.622 -0.577 -0.957
N 0.384 -0.513 -0.698
H 0.397 0.019 0.256
H -0.190 0.080 -0.083
H -0.117 0.042 0.109
O 0.266 0.149 0.057
H -0.125 -0.002 0.257
H -0.075 0.131 -0.141
C -0.391 -0.189 0.186
H -0.130 0.309 0.248
H -0.020 -0.437 -0.184
C -1.650 -0.026 0.102
H 0.143 0.122 0.268
H -0.249 0.177 0.241

## Properties
* frontier orbital gap: 10.4 eV
* SMILES string: C=CC[C@@H]([NH3+])C=O
* energy: -326.21551 a.u.
* charge: +1


Entry 7:
The following is a DFT calculation (ωB97M-V/def2-TZVPD) of C5H10NO2 as an isolated structure in a non-equilibrium geometry.

CARTESIAN COORDINATES (ANGSTROEM)
1 H -0.844062 -0.953170 1.160011
2 H 2.569344 1.350994 -0.234847
3 H 1.402576 -1.158674 0.961864
4 H -3.072668 1.221671 -1.052265
5 O -3.416572 -0.248611 0.414100
6 C -1.205934 0.516464 -0.309515
7 C -0.623857 -0.808034 0.128698
8 N 1.479355 0.114741 1.192378
9 O 1.527404 -1.325040 -1.040272
10 H -1.076270 -1.553847 -0.532491
11 H -2.859179 -0.318828 -1.564057
12 C 2.690806 0.691615 0.607788
13 H -0.961021 1.277973 0.434201
14 C -2.668256 0.323612 -0.567534
15 H -0.589267 0.857840 -1.169815
16 H 3.400792 -0.245575 0.179368
17 H 3.343694 1.077358 1.428639
18 C 0.903121 -0.820483 -0.036244

Force components x, y, z for each atom (eV/Å):
H -0.486 -0.422 0.752
H -0.458 0.365 -0.122
H 2.248 0.846 3.706
H -0.164 1.204 0.547
O 0.998 0.872 -0.045
C 1.636 0.566 -0.365
C 1.398 -0.684 -0.828
N -0.560 -2.527 -3.750
O -1.358 2.353 3.586
H 0.201 -0.237 0.417
H 1.248 0.255 0.891
C 3.394 -3.915 0.907
H -0.474 -0.023 0.392
C -2.700 -1.794 -1.637
H -0.755 -0.138 -0.239
H -1.766 2.440 0.818
H -0.673 0.218 -0.704
C -1.728 0.621 -4.326

## Properties
* frontier orbital gap: 5.2 eV
* energy: -401.57275 a.u.
* charge: -1


Entry 8:
The following is a DFT calculation (ωB97M-V/def2-TZVPD) of an isolated ion of composition C5H10NO2 and charge -1 in a non-equilibrium geometry.

CARTESIAN COORDINATES (ANGSTROEM)
1 C 0.194983 -0.360784 0.010533
2 C 2.650654 0.391753 -0.135246
3 H -0.867382 0.207691 -1.880427
4 H 1.051087 0.817701 1.595089
5 O -3.314826 -0.278210 -1.327605
6 H 2.949845 -0.213554 0.748656
7 H -2.101534 -1.616499 -0.322235
8 N 1.480269 0.096791 -0.687087
9 C -0.954031 0.170915 -0.798327
10 C -2.376604 -0.526586 -0.433903
11 H -2.575787 -0.187195 0.613762
12 O 3.553306 1.066085 -0.621205
13 H -1.167171 1.200714 -0.482236
14 C 0.161320 0.195597 1.435840
15 H 0.402780 -0.525240 2.228814
16 H -0.798940 0.628287 1.698192
17 H 1.315066 0.373978 -1.634191
18 H 0.396967 -1.441451 -0.008420

Force components x, y, z for each atom (eV/Å):
C 2.107 0.171 -0.561
C 1.660 -0.877 -0.137
H 0.268 -0.545 -0.163
H -0.749 0.834 -0.238
O -0.223 0.194 0.057
H -0.847 0.350 0.331
H -0.074 -0.122 0.071
N -1.083 0.179 0.389
C -1.863 0.075 0.996
C 1.087 -0.281 -0.743
H -0.153 0.049 0.178
O -0.332 0.269 -0.294
H 0.482 0.113 -0.182
C 1.125 -0.750 0.865
H -0.496 -0.564 -0.334
H 0.162 0.362 -0.138
H 0.144 0.546 -0.273
H -1.215 -0.003 0.176

## Properties
* frontier orbital gap: 6.2 eV
* SMILES string: C[C@@H](CC[O-])NC=O
* energy: -401.72550 a.u.
* charge: -1


Entry 9:
The following is a DFT calculation (ωB97M-V/def2-TZVPD) of an isolated ion of composition C5H10NO2 and charge -1 in a non-equilibrium geometry.

CARTESIAN COORDINATES (ANGSTROEM)
1 H -0.673055 -0.080144 2.189691
2 H 1.156906 -0.483723 -2.187729
3 C 0.032433 -0.205125 0.215493
4 N -0.441802 0.558452 1.444385
5 H -1.679675 -0.268257 -1.172175
6 C -0.661581 0.184856 -1.064985
7 H 0.116289 0.583943 -3.034309
8 H 0.446039 1.532886 3.075040
9 H -0.431119 -1.141040 -2.669284
10 O -1.489583 -2.099241 0.343284
11 H 1.107970 -0.212548 0.115947
12 O 0.684402 -2.584827 0.347177
13 C 0.625187 1.422537 1.987215
14 C -0.273425 -1.794022 0.313534
15 H 1.629713 1.120772 1.821265
16 H 0.445534 2.430122 1.593502
17 H -0.699533 1.293505 -0.997571
18 C 0.105300 -0.258148 -2.320480

Force components x, y, z for each atom (eV/Å):
H -0.193 -0.521 -0.337
H 0.158 -0.313 0.451
C -1.361 -2.462 0.993
N 1.323 -0.460 -0.878
H 0.746 0.716 0.765
C 0.134 1.449 -0.100
H -0.391 -0.593 -0.197
H 0.255 -0.127 -0.362
H 0.454 0.056 -0.589
O -0.007 0.341 -0.009
H 0.456 0.649 0.018
O 0.752 0.290 -0.092
C -2.308 0.941 0.591
C -0.716 0.187 0.733
H 0.983 -0.485 -0.269
H 0.515 0.033 -0.136
H -0.430 -0.362 -0.479
C -0.369 0.661 -0.101

## Properties
* frontier orbital gap: 7.7 eV
* SMILES string: CC[C@@H](NC)C(=O)[O-]
* energy: -401.78065 a.u.
* charge: -1


Entry 10:
The following is a DFT calculation (ωB97M-V/def2-TZVPD) of an isolated ion of composition C5H10NO2 and charge -1 in a non-equilibrium geometry.

CARTESIAN COORDINATES (ANGSTROEM)
1 H -0.336057 1.716698 1.348648
2 H -1.455034 -1.590250 -0.676521
3 C -0.977170 -0.732470 -0.224195
4 O 0.424177 -0.901842 -2.966064
5 H -0.092728 -1.721318 1.469180
6 C 0.566512 0.103712 -2.245251
7 C 0.235863 -1.024540 0.659663
8 N 0.112595 1.166481 2.055919
9 H 1.360399 0.809036 0.491884
10 H -1.392846 0.543436 -2.041084
11 H -0.477650 0.785942 2.773741
12 C -0.682205 0.395470 -1.235430
13 O 1.409784 1.017761 -2.322734
14 H 1.804418 -0.045820 1.807272
15 H -1.815101 -0.318768 0.366402
16 H 0.946194 -1.733001 0.211587
17 C 0.890485 0.180996 1.262977
18 H -0.521634 1.348476 -0.735994

Force components x, y, z for each atom (eV/Å):
H -0.946 0.334 0.412
H 0.539 -0.495 -0.365
C -0.666 1.682 -0.293
O 0.098 -0.408 0.323
H -0.220 0.625 0.065
C -1.014 0.784 0.289
C -1.069 -1.915 0.920
N 1.149 -0.611 -0.728
H -0.469 -0.265 -0.336
H -0.924 -0.102 0.403
H -0.473 -0.134 -0.227
C 1.687 -0.981 -1.181
O 0.363 -0.036 0.276
H -0.109 -0.710 0.535
H 0.342 -0.189 0.451
H 0.211 0.841 -0.657
C 1.432 1.515 0.082
H 0.069 0.065 0.033

## Properties
* frontier orbital gap: 7.7 eV
* SMILES string: NCCCCC(=O)[O-]
* energy: -401.79096 a.u.
* charge: -1


Please write out number 7 again, unchanged.
The following is a DFT calculation (ωB97M-V/def2-TZVPD) of C5H10NO2 as an isolated structure in a non-equilibrium geometry.

CARTESIAN COORDINATES (ANGSTROEM)
1 H -0.844062 -0.953170 1.160011
2 H 2.569344 1.350994 -0.234847
3 H 1.402576 -1.158674 0.961864
4 H -3.072668 1.221671 -1.052265
5 O -3.416572 -0.248611 0.414100
6 C -1.205934 0.516464 -0.309515
7 C -0.623857 -0.808034 0.128698
8 N 1.479355 0.114741 1.192378
9 O 1.527404 -1.325040 -1.040272
10 H -1.076270 -1.553847 -0.532491
11 H -2.859179 -0.318828 -1.564057
12 C 2.690806 0.691615 0.607788
13 H -0.961021 1.277973 0.434201
14 C -2.668256 0.323612 -0.567534
15 H -0.589267 0.857840 -1.169815
16 H 3.400792 -0.245575 0.179368
17 H 3.343694 1.077358 1.428639
18 C 0.903121 -0.820483 -0.036244

Force components x, y, z for each atom (eV/Å):
H -0.486 -0.422 0.752
H -0.458 0.365 -0.122
H 2.248 0.846 3.706
H -0.164 1.204 0.547
O 0.998 0.872 -0.045
C 1.636 0.566 -0.365
C 1.398 -0.684 -0.828
N -0.560 -2.527 -3.750
O -1.358 2.353 3.586
H 0.201 -0.237 0.417
H 1.248 0.255 0.891
C 3.394 -3.915 0.907
H -0.474 -0.023 0.392
C -2.700 -1.794 -1.637
H -0.755 -0.138 -0.239
H -1.766 2.440 0.818
H -0.673 0.218 -0.704
C -1.728 0.621 -4.326

## Properties
* frontier orbital gap: 5.2 eV
* energy: -401.57275 a.u.
* charge: -1


Q: Look up the energy of the second one.
A: -326.15115 a.u.